[1]
{
  "formula": "C20H20BF6IN6O2S4SbSn",
  "method": "ωB97M-V/def2-TZVPD",
  "elements": ["Sn", "C", "N", "C", "C", "N", "B", "N", "C", "C", "N", "C", "C", "S", "C", "S", "H", "H", "H", "H", "H", "H", "H", "H", "H", "H", "H", "H", "F", "Sb", "F", "F", "F", "F", "F", "O", "S", "O", "N", "C", "S", "C", "C", "C", "C", "C", "C", "H", "H", "H", "H", "I", "C", "C", "C", "C", "N", "C", "H", "H", "H", "H"],
  "positions_angstrom": [[-0.28746, 0.21847, -1.14029], [-3.99683, -0.53826, 0.82971], [-3.03127, -1.50543, 1.34998], [-3.11899, -2.10914, 2.57789], [-2.10439, -3.00719, 2.64392], [-1.39513, -2.94557, 1.47064], [-0.11675, -3.81125, 1.15437], [0.88634, -3.65882, 2.37417], [1.35676, -4.68864, 3.08075], [2.24844, -4.20165, 4.03361], [2.29339, -2.87204, 3.88796], [3.11725, -1.95126, 4.66956], [1.45935, -2.50133, 2.84971], [1.17364, -0.97195, 2.31233], [-1.97758, -2.02724, 0.69648], [-1.64489, -1.75287, -0.99265], [-4.32571, 0.09747, 1.64708], [-4.85214, -1.05813, 0.40249], [-3.53065, 0.07009, 0.06020], [-3.89382, -1.86077, 3.28157], [-1.84120, -3.69360, 3.42923], [-0.41777, -4.97017, 1.12717], [0.40643, -3.39978, 0.16058], [1.05010, -5.70328, 2.88986], [2.81862, -4.72599, 4.78230], [4.06632, -1.78491, 4.16429], [3.29063, -2.38743, 5.64902], [2.59010, -1.00798, 4.77211], [0.87826, 1.86177, -2.30263], [0.65281, 1.75201, -4.27193], [1.99094, 2.36389, -5.40186], [1.73322, 0.23739, -4.06556], [-0.54308, 1.18267, -5.53714], [-0.58196, 0.10006, -3.11367], [0.20804, 3.53908, -4.01262], [-2.00323, 2.34760, -3.61544], [-2.65804, 2.67198, -2.39071], [-4.04049, 2.41068, -2.20419], [-1.75159, 1.83541, -1.19926], [-1.14863, 2.64636, -0.36901], [0.01326, 1.89201, 0.66377], [-1.43404, 4.06390, -0.56389], [-0.99772, 5.15412, 0.17100], [-1.37297, 6.41883, -0.26236], [-2.15186, 6.58217, -1.40467], [-2.59274, 5.48931, -2.15031], [-2.21493, 4.24419, -1.70787], [-0.38181, 5.02310, 1.05118], [-1.05119, 7.29053, 0.29010], [-2.41867, 7.57976, -1.72612], [-3.19563, 5.62097, -3.03830], [5.64925, 0.50995, -0.32301], [4.01892, -0.53062, -1.06563], [4.16768, -1.72947, -1.75841], [3.04321, -2.38734, -2.22600], [1.79718, -1.84085, -1.99752], [1.66498, -0.68504, -1.33508], [2.74842, -0.02960, -0.87991], [5.15365, -2.13925, -1.93339], [3.12649, -3.31686, -2.77032], [0.89180, -2.31892, -2.34512], [2.57771, 0.90889, -0.36815]],
  "forces_ev_per_a": [[-0.04, -0.33, -0.06], [-0.02, 0.01, -0.03], [-0.03, 0.04, 0.04], [0.04, -0.04, 0.01], [-0.01, 0.03, -0.01], [0.12, 0.01, 0.10], [-0.13, 0.04, -0.01], [-0.03, -0.01, 0.02], [0.01, 0.02, 0.00], [0.00, 0.03, 0.03], [0.04, 0.04, 0.01], [0.03, 0.02, 0.03], [-0.17, -0.22, -0.10], [0.11, 0.14, -0.01], [0.04, -0.07, -0.02], [-0.10, -0.04, -0.06], [0.01, 0.00, 0.01], [0.01, -0.01, 0.00], [-0.01, -0.01, 0.02], [0.00, 0.00, 0.00], [-0.01, 0.01, 0.01], [0.02, 0.01, -0.04], [0.04, 0.01, 0.02], [0.00, 0.00, 0.00], [0.00, 0.00, -0.01], [-0.01, 0.00, -0.01], [0.00, -0.01, -0.01], [-0.01, -0.01, 0.01], [0.12, 0.09, -0.04], [0.19, -0.21, 0.03], [0.02, 0.05, 0.13], [0.03, -0.09, -0.03], [-0.03, -0.04, -0.08], [0.06, 0.17, -0.15], [-0.07, 0.02, 0.00], [-0.22, 0.11, -0.20], [0.08, -0.12, 0.46], [0.01, 0.00, -0.06], [-0.04, 0.16, -0.07], [-0.07, 0.14, -0.11], [0.11, -0.01, 0.11], [-0.06, -0.12, -0.01], [0.01, 0.00, -0.02], [-0.02, 0.02, -0.04], [0.04, 0.02, 0.05], [0.01, -0.06, 0.00], [-0.04, 0.06, 0.00], [-0.01, 0.01, 0.00], [0.00, 0.00, 0.00], [0.00, 0.00, 0.00], [0.00, 0.00, 0.00], [0.01, 0.01, 0.00], [0.02, 0.00, 0.00], [-0.01, 0.02, 0.00], [-0.02, -0.02, 0.00], [-0.02, -0.02, 0.02], [0.13, 0.19, 0.12], [-0.10, -0.09, -0.02], [0.00, 0.00, 0.00], [-0.01, 0.01, -0.01], [-0.02, 0.01, -0.01], [0.00, 0.01, -0.02]],
  "spin_multiplicity": 2,
  "energy_ev": -114882.584,
  "s2": 0.772,
  "e_above_lowest_ev": 0.0000,
  "total_charge": 2,
  "e_homo_ev": [-14.323, -14.328]
}

---

[2]
{
  "formula": "C7H19GaNOTi",
  "method": "ωB97M-V/def2-TZVPD",
  "elements": ["C", "C", "C", "C", "C", "C", "C", "Ga", "N", "O", "H", "H", "H", "H", "H", "H", "H", "H", "H", "H", "H", "H", "H", "H", "H", "H", "H", "H", "H", "Ti"],
  "positions_angstrom": [[1.71790, 0.32499, -0.00039], [1.18209, 1.71651, 0.40432], [-0.09492, 2.04267, -0.40156], [-1.40206, 1.72434, 0.34244], [-1.38892, 0.70468, 1.47962], [-1.04444, -0.76983, 1.20977], [-1.74095, -1.42924, 0.00978], [-0.42395, -2.07404, -1.42830], [1.11620, -2.84233, -0.58224], [0.15025, -0.57129, -2.41183], [2.76224, 0.38212, -0.40058], [1.66578, -0.42767, 0.81313], [1.20056, -0.12558, -0.90566], [1.00179, 1.77679, 1.49051], [1.94368, 2.51590, 0.14572], [-0.04439, 1.46554, -1.32932], [-0.10148, 3.10127, -0.68757], [-2.10903, 1.39658, -0.43010], [-1.82297, 2.64961, 0.75508], [-2.40222, 0.74140, 1.90325], [-0.73355, 1.06189, 2.29244], [-1.30089, -1.31056, 2.13191], [0.05391, -0.87513, 1.14597], [-2.48095, -0.77230, -0.45941], [-2.25967, -2.35781, 0.26828], [-1.15217, -3.13682, -2.36860], [1.37009, -2.59981, 0.37354], [1.96256, -2.78445, -1.14114], [0.73876, -0.76905, -3.14136], [3.63673, 1.24161, 0.92229]],
  "forces_ev_per_a": [[0.43, -0.30, 0.50], [0.65, -0.16, 0.00], [-0.02, 0.38, -0.08], [-0.30, -0.04, -0.22], [-0.23, 0.01, 0.33], [-0.10, -0.17, 0.08], [0.31, 0.20, 0.10], [-1.00, -0.64, -0.29], [0.45, 0.67, 0.26], [0.42, 0.34, 0.51], [0.11, -0.42, -1.16], [0.23, 0.21, -0.17], [0.24, 0.35, 0.28], [0.02, 0.05, -0.19], [0.00, -0.07, -0.02], [0.05, 0.04, 0.07], [0.07, -0.19, 0.11], [0.06, 0.07, 0.20], [0.15, -0.12, -0.07], [0.20, -0.07, -0.05], [-0.19, -0.03, -0.08], [0.07, 0.05, -0.14], [-0.54, -0.09, 0.06], [0.17, -0.08, -0.01], [0.11, 0.17, 0.12], [0.13, 0.14, 0.00], [-0.15, -0.37, -0.13], [0.01, -0.15, 0.05], [-0.04, -0.05, -0.26], [-1.30, 0.27, 0.18]],
  "energy_ev": -86580.572,
  "e_above_lowest_ev": 0.0000,
  "total_charge": 1,
  "e_homo_ev": -10.244
}

---

[3]
{
  "formula": "C21H22N2O4",
  "method": "ωB97M-V/def2-TZVPD",
  "elements": ["C", "C", "O", "O", "C", "C", "C", "C", "C", "O", "N", "C", "C", "C", "C", "C", "C", "C", "O", "N", "C", "C", "C", "C", "C", "C", "C", "H", "H", "H", "H", "H", "H", "H", "H", "H", "H", "H", "H", "H", "H", "H", "H", "H", "H", "H", "H", "H", "H"],
  "positions_angstrom": [[-7.73390, 0.11824, -0.59900], [-6.43770, 0.51969, 0.05273], [-6.33498, 1.08356, 1.10618], [-5.40328, 0.16030, -0.73047], [-4.08840, 0.36435, -0.33507], [-3.64643, 0.12226, 0.95820], [-2.30972, 0.30598, 1.25907], [-1.41967, 0.74439, 0.28651], [0.02223, 0.90828, 0.62021], [0.63288, 0.12675, 1.32260], [0.58795, 2.02943, 0.09840], [1.97865, 2.23825, 0.05477], [2.52035, 3.44979, 0.46274], [3.88813, 3.64696, 0.41289], [4.71840, 2.63657, -0.04339], [4.17980, 1.43149, -0.45898], [2.80914, 1.21461, -0.40906], [2.18530, 0.00918, -1.04897], [1.38619, 0.16656, -1.96350], [2.60297, -1.19985, -0.64065], [3.37920, -1.42561, 0.56305], [2.99937, -2.76391, 1.20330], [1.48989, -2.95185, 1.10277], [1.07695, -3.10905, -0.36623], [2.07518, -2.38553, -1.27939], [-1.86659, 0.95689, -1.01476], [-3.19777, 0.76362, -1.32556], [-7.70147, 0.33684, -1.66244], [-7.87023, -0.95440, -0.47449], [-8.55788, 0.64160, -0.12424], [-4.33727, -0.20491, 1.71820], [-1.94429, 0.11328, 2.25624], [-0.00465, 2.71632, -0.34195], [1.86429, 4.23293, 0.81358], [4.30606, 4.59130, 0.72804], [5.78569, 2.79251, -0.08836], [4.82479, 0.66141, -0.85487], [4.45274, -1.41532, 0.33077], [3.16378, -0.61611, 1.26413], [3.31577, -2.75450, 2.24666], [3.51282, -3.58979, 0.70633], [1.17146, -3.82010, 1.68052], [1.01156, -2.06620, 1.52075], [0.07991, -2.69132, -0.50846], [1.04557, -4.16256, -0.65035], [2.91749, -3.04132, -1.52348], [1.59495, -2.07182, -2.20754], [-1.16256, 1.22786, -1.78771], [-3.56269, 0.91295, -2.32972]],
  "forces_ev_per_a": [[0.10, 0.09, 0.09], [-0.60, 0.27, 0.31], [0.05, -0.07, -0.10], [0.47, -0.26, -0.37], [0.39, 0.17, 0.07], [-0.16, -0.08, -0.02], [0.12, 0.03, -0.13], [-0.12, -0.13, -0.11], [-0.34, 0.29, 0.11], [0.09, -0.14, 0.10], [-0.08, 0.40, -0.08], [0.37, -0.11, 0.07], [-0.13, -0.15, -0.05], [0.08, 0.01, -0.07], [0.08, 0.08, 0.02], [-0.17, -0.06, 0.04], [-0.07, 0.37, -0.06], [0.19, 0.03, -0.19], [-0.22, 0.07, -0.11], [0.00, -0.11, -0.05], [0.42, 0.01, 0.37], [-0.20, 0.10, 0.02], [0.05, -0.11, 0.06], [0.08, 0.14, 0.03], [-0.26, -0.21, -0.37], [0.06, -0.01, 0.20], [-0.44, -0.06, 0.12], [-0.02, -0.02, -0.07], [-0.01, -0.08, -0.02], [0.03, 0.00, 0.03], [-0.03, 0.02, 0.03], [0.03, -0.03, 0.09], [0.01, -0.18, 0.02], [-0.07, 0.04, 0.09], [0.03, 0.07, 0.03], [0.09, 0.01, -0.01], [0.06, -0.11, -0.01], [-0.06, 0.04, 0.09], [0.06, -0.09, -0.04], [0.09, -0.02, -0.02], [0.07, -0.03, 0.03], [-0.03, 0.02, 0.04], [-0.04, -0.10, 0.04], [-0.05, -0.03, -0.06], [-0.04, -0.02, -0.03], [-0.06, 0.03, -0.02], [0.16, -0.11, 0.09], [0.09, 0.02, -0.08], [-0.04, 0.01, -0.10]],
  "energy_ev": -33305.890,
  "e_above_lowest_ev": 0.5284,
  "e_homo_ev": -8.756
}